C47H42N5O4PSnTe | the ωB97M-V functional and the def2-TZVPD basis

Atoms and positions in Å:
Sn (1.65, -2.39, -0.09)
O (-1.06, -2.97, 1.07)
C (-1.09, -3.91, 2.01)
C (-1.41, -5.23, 1.63)
C (-1.46, -6.25, 2.56)
C (-1.17, -6.00, 3.90)
C (-0.81, -4.72, 4.28)
C (-0.78, -3.65, 3.37)
C (-0.23, -2.40, 3.89)
N (-0.39, -1.20, 3.48)
C (0.34, -0.18, 4.23)
C (0.57, 1.16, 3.52)
N (1.51, -0.72, 1.48)
C (2.54, 0.24, 1.97)
C (3.59, 0.63, 0.95)
C (4.24, 1.86, 1.07)
C (5.25, 2.25, 0.21)
C (5.62, 1.40, -0.83)
C (5.04, 0.16, -0.93)
C (4.05, -0.29, -0.02)
O (3.67, -1.54, -0.09)
H (-1.63, -5.40, 0.59)
H (-1.71, -7.25, 2.24)
H (-1.20, -6.80, 4.62)
H (-0.55, -4.53, 5.31)
H (0.43, -2.56, 4.75)
H (1.29, -0.57, 4.59)
H (-0.27, 0.06, 5.11)
H (1.11, 1.78, 4.24)
H (-0.41, 1.61, 3.34)
H (3.76, -0.84, 2.98)
H (3.98, 2.51, 1.88)
H (5.74, 3.21, 0.35)
H (6.39, 1.70, -1.53)
H (5.33, -0.54, -1.71)
C (-3.90, 0.27, 1.73)
Te (-2.52, -1.44, 1.65)
C (-3.74, -1.88, -0.05)
C (-5.11, -1.41, 0.36)
C (-6.28, -1.96, -0.16)
C (-7.51, -1.55, 0.32)
C (-7.59, -0.59, 1.32)
C (-6.43, 0.00, 1.80)
C (-5.19, -0.39, 1.31)
H (-3.64, 1.07, 1.04)
H (-3.98, 0.70, 2.73)
H (-3.72, -2.94, -0.30)
H (-3.33, -1.32, -0.89)
H (-6.22, -2.73, -0.92)
H (-8.42, -1.98, -0.09)
H (-8.55, -0.29, 1.71)
H (-6.49, 0.76, 2.57)
C (1.88, 3.58, 2.57)
N (1.33, 2.59, 1.66)
C (0.04, 3.02, 1.13)
C (-0.77, 1.94, 0.39)
C (-0.51, 0.52, 0.72)
O (-1.42, -0.40, 0.36)
N (0.62, 0.30, 1.29)
C (1.32, 1.24, 2.16)
O (3.13, -0.13, 3.19)
H (1.14, 3.92, 3.31)
H (2.22, 4.44, 1.99)
H (2.73, 3.16, 3.11)
H (-0.53, 3.56, 1.91)
H (-1.84, 2.16, 0.46)
N (0.79, -1.12, -1.46)
P (0.87, 0.13, -2.35)
C (0.99, 1.79, -1.56)
C (-0.21, 2.50, -0.98)
C (0.15, 3.81, -0.22)
C (1.46, 4.44, -0.53)
C (2.44, 3.71, -1.04)
C (2.21, 2.34, -1.48)
C (2.25, 0.16, -3.55)
C (3.02, -1.00, -3.62)
C (4.07, -1.09, -4.53)
C (4.35, -0.02, -5.37)
C (3.58, 1.13, -5.30)
C (2.53, 1.23, -4.40)
C (-0.62, 0.20, -3.42)
C (-0.56, -0.04, -4.79)
C (-1.73, -0.17, -5.53)
C (-2.97, -0.05, -4.91)
C (-3.04, 0.18, -3.54)
C (-1.87, 0.29, -2.81)
H (-0.99, 2.59, -1.74)
H (-0.66, 4.53, -0.27)
H (1.58, 5.49, -0.28)
H (3.42, 4.13, -1.23)
H (3.07, 1.79, -1.85)
H (2.79, -1.81, -2.94)
H (4.66, -1.99, -4.57)
H (5.17, -0.09, -6.07)
H (3.81, 1.97, -5.96)
H (1.93, 2.13, -4.35)
H (0.39, -0.14, -5.28)
H (-1.68, -0.37, -6.59)
H (-3.88, -0.16, -5.49)
H (-4.00, 0.25, -3.06)
H (-1.92, 0.41, -1.73)

Computed properties:
electronic energy: -87470.20573 eV
highest occupied orbital energy: -7.07 eV
strongest force on any atom: 0.73 eV/A
multiplicity: 1
energy above the lowest of the compared OMol25 structures with the same formula, charge and spin: 4.357 eV
frontier orbital gap: 6.6 eV
LUMO energy: -0.48 eV